Entry 1:
A structure of composition C17H31BInO14, computed with ωB97M-V/def2-TZVPD.

```
64
Properties=species:S:1:pos:R:3:forces:R:3:mulliken_charge:R:1
H 9.23312 3.45236 -1.46935 0.0 0.0 0.0 0.378
C -1.82533 1.93564 2.88958 0.0 -0.3 -0.4 0.706
C -1.23473 -1.26842 -2.62178 0.3 -0.1 0.1 1.032
O -0.42081 -1.88252 2.64649 -0.5 0.2 -0.2 -0.591
O 7.00517 1.46513 3.11558 0.3 0.0 0.3 -0.423
C -0.80710 -2.70969 -2.44554 -0.1 0.0 -0.1 -0.327
H -4.53817 0.04560 1.33589 0.0 0.1 -0.1 0.165
H -5.87120 -3.21886 -0.05161 0.0 0.0 0.0 0.295
In 3.12093 0.80016 1.74027 0.3 0.4 -0.1 0.521
O -0.97903 1.80349 3.70870 -0.1 0.2 0.3 -0.550
C -4.95314 1.03916 1.50681 0.0 -0.2 0.2 -1.378
H -5.68811 0.96395 2.30787 0.0 0.1 0.0 0.469
H 2.39004 -1.89122 2.24825 0.1 -0.1 0.2 0.265
O 7.33080 2.27383 1.03386 0.0 0.0 0.1 -0.256
C 8.42037 2.86519 -1.03870 -0.1 -0.1 0.0 -1.411
H -7.86712 -2.54870 -1.46325 0.0 -0.1 0.0 0.351
H 7.48969 3.14126 -1.53125 0.0 0.0 0.0 0.349
O 8.98780 2.39721 2.52166 0.0 -0.1 0.0 -0.355
C 9.55109 2.72451 1.25289 0.0 0.0 0.0 -0.503
C -7.34381 -3.01581 -2.29800 -0.1 0.2 0.0 -1.492
H 10.04033 1.83592 0.84309 0.0 0.0 -0.1 0.296
H 2.55691 1.20942 0.08406 -0.1 -0.1 0.0 -0.384
O -5.56672 -1.37435 -2.08093 0.1 0.0 0.0 -0.363
H -2.92919 2.94531 0.12551 0.1 0.1 0.1 0.342
H -0.26201 -1.98378 3.58647 0.3 -0.5 0.0 0.229
C -2.75004 2.15373 0.84823 0.0 -0.2 -0.1 0.248
O -1.62681 2.48311 1.66782 -0.1 0.2 0.1 -0.323
O -3.11375 1.51719 3.01076 0.0 0.2 0.1 -0.402
O -0.76750 -3.18741 -3.80463 0.0 0.0 0.1 -0.388
C -5.21017 -3.30520 -0.91734 0.0 0.0 0.0 -0.532
H -4.84259 -4.32414 -0.99692 0.1 0.0 0.0 0.306
C 7.68976 1.98592 2.31075 0.0 0.1 -0.3 0.547
C -0.52088 -2.12006 -4.60468 0.0 0.0 0.0 0.596
H 4.85756 0.56706 1.66928 0.0 -0.2 -0.1 -0.421
H 2.00580 -0.87432 3.65786 0.4 -0.2 0.1 0.310
H -7.55543 -4.08514 -2.29882 0.0 0.0 0.0 0.382
H -5.34128 -3.16223 -3.06702 0.0 0.0 0.0 0.285
H 8.04952 4.15126 0.64431 0.0 0.0 0.0 0.240
C -0.75628 -0.33865 -1.54648 0.3 0.2 -0.3 -1.440
H -4.26903 2.97768 2.14554 0.0 0.0 0.0 0.199
H -1.15111 -0.62872 -0.57668 0.0 -0.1 0.0 0.207
C 8.32677 3.11125 0.44403 0.1 0.0 0.0 0.484
O -0.64094 -0.97322 -3.91713 -0.1 0.0 0.1 -0.439
H 10.27898 3.52511 1.36236 0.0 0.0 0.1 0.294
H 0.33320 -0.33687 -1.48997 0.0 -0.1 0.1 0.511
O -3.83054 -0.21803 -1.21148 -0.2 0.1 0.0 -0.454
H -7.73185 -2.58438 -3.21923 0.0 0.0 0.0 0.356
H -1.50475 -3.30355 -1.86180 0.0 0.0 -0.1 0.239
H 0.20546 0.94630 1.79821 0.4 0.1 -0.6 0.103
B 0.46724 -0.89245 2.19851 0.3 0.0 0.2 0.673
H -5.45722 1.37662 0.60059 0.0 0.0 0.0 0.384
O -0.12778 0.10745 1.45337 -0.6 -0.1 0.3 -0.368
C 1.98457 -0.92756 2.56237 -0.5 0.5 0.0 -0.927
O -4.11469 -2.40087 -0.74684 0.0 0.1 0.1 -0.215
O -0.24417 -2.20500 -5.76159 0.0 0.0 0.0 -0.574
H -2.31318 -1.19605 -2.74810 0.0 0.0 -0.1 -0.071
H 0.19279 -2.78795 -2.01590 0.0 0.0 0.0 0.295
H 2.81149 2.24115 2.75802 -0.1 -0.1 0.0 -0.362
H -1.06935 0.68469 -1.74803 -0.1 0.0 0.0 0.293
C -5.86171 -2.78190 -2.18398 0.0 -0.1 0.1 0.478
H -2.53748 1.21727 0.32603 -0.1 0.0 0.1 -0.218
C -3.85537 2.00015 1.87772 0.0 -0.1 -0.1 0.373
C -4.44703 -1.22458 -1.33103 -0.1 -0.2 -0.1 0.620
H 8.59805 1.80756 -1.23468 0.1 0.0 0.0 0.349
```
Forces are in eV/Å.

Gap between HOMO and LUMO ... 6.14 eV
E_HOMO ... -4.3 eV
Strongest force on any atom ... 0.8 eV/A
Net charge ... -1

Entry 2:
An isolated molecule of C5H11NO in a non-equilibrium geometry, computed with ωB97M-V/def2-TZVPD.

```
18
Properties=species:S:1:pos:R:3:forces:R:3:mulliken_charge:R:1
H 0.35535 0.98714 -1.98197 -0.5 -0.6 0.1 0.276
C 0.05530 -0.00894 -1.59676 0.6 -0.1 0.5 -0.888
C 0.80497 1.69871 0.46525 2.0 -2.0 0.7 -1.353
N -0.68644 0.04146 -0.32976 0.2 -0.3 0.4 -0.085
H 0.24205 2.25746 -0.25171 -0.3 0.3 -0.2 0.324
H 1.30047 2.31242 1.20795 -0.5 0.1 0.5 0.343
H 1.77786 -1.00227 0.63358 0.0 -0.1 -0.1 0.244
H -2.65443 -0.81282 0.11089 0.1 0.7 0.6 0.282
H -0.48653 -0.60189 -2.31469 -0.5 0.4 -0.4 0.360
H -1.73357 -1.43750 -1.17335 -0.2 -0.5 0.5 0.320
H -0.77889 0.51235 1.63861 1.8 0.1 -0.7 0.327
O 1.00413 -1.23757 2.45387 -0.4 0.4 -0.3 -0.450
H 0.96618 -0.59337 -1.49811 0.6 0.0 0.1 0.306
C 0.10283 0.39908 0.88659 -4.1 1.2 0.7 0.268
H -1.31908 -1.92576 0.50507 0.1 0.8 -0.4 0.278
C -1.62738 -1.06018 -0.14374 0.3 -1.2 -1.3 -0.894
C 1.01312 -0.69501 1.37749 0.7 -0.2 -0.1 -0.026
H 1.66406 1.16668 0.01078 0.1 1.2 -0.7 0.367
```
Forces are in eV/Å.

Relative energy (zero: lowest compared OMol25 entry of this formula, charge and spin) ... 60.4 kcal per mole
Gap between HOMO and LUMO ... 9.44 eV
E_HOMO ... -8.5 eV
SMILES ... C[C@H](C=O)N(C)C
Strongest force on any atom ... 4.3 eV/A
Net charge ... 0

Which formula does entry 1 have?
C17H31BInO14

Among the records above, which one has the lowest strongest force on any atom?
C17H31BInO14

E_HOMO of number 1 (C17H31BInO14)?
-4.3 eV

Copy entry 2 word for word.
An isolated molecule of C5H11NO in a non-equilibrium geometry, computed with ωB97M-V/def2-TZVPD.

```
18
Properties=species:S:1:pos:R:3:forces:R:3:mulliken_charge:R:1
H 0.35535 0.98714 -1.98197 -0.5 -0.6 0.1 0.276
C 0.05530 -0.00894 -1.59676 0.6 -0.1 0.5 -0.888
C 0.80497 1.69871 0.46525 2.0 -2.0 0.7 -1.353
N -0.68644 0.04146 -0.32976 0.2 -0.3 0.4 -0.085
H 0.24205 2.25746 -0.25171 -0.3 0.3 -0.2 0.324
H 1.30047 2.31242 1.20795 -0.5 0.1 0.5 0.343
H 1.77786 -1.00227 0.63358 0.0 -0.1 -0.1 0.244
H -2.65443 -0.81282 0.11089 0.1 0.7 0.6 0.282
H -0.48653 -0.60189 -2.31469 -0.5 0.4 -0.4 0.360
H -1.73357 -1.43750 -1.17335 -0.2 -0.5 0.5 0.320
H -0.77889 0.51235 1.63861 1.8 0.1 -0.7 0.327
O 1.00413 -1.23757 2.45387 -0.4 0.4 -0.3 -0.450
H 0.96618 -0.59337 -1.49811 0.6 0.0 0.1 0.306
C 0.10283 0.39908 0.88659 -4.1 1.2 0.7 0.268
H -1.31908 -1.92576 0.50507 0.1 0.8 -0.4 0.278
C -1.62738 -1.06018 -0.14374 0.3 -1.2 -1.3 -0.894
C 1.01312 -0.69501 1.37749 0.7 -0.2 -0.1 -0.026
H 1.66406 1.16668 0.01078 0.1 1.2 -0.7 0.367
```
Forces are in eV/Å.

Relative energy (zero: lowest compared OMol25 entry of this formula, charge and spin) ... 60.4 kcal per mole
Gap between HOMO and LUMO ... 9.44 eV
E_HOMO ... -8.5 eV
SMILES ... C[C@H](C=O)N(C)C
Strongest force on any atom ... 4.3 eV/A
Net charge ... 0